Entry 1:
43
Properties=species:S:1:pos:R:3:nbo_charge:R:1 method="wB97M-V/def2-TZVPD" e_homo_ev=-5.989 charge=-1 homo_lumo_gap_ev=7.80
S -3.885 -4.906 -3.227 2.031
S -3.247 -3.357 -1.027 2.288
P -1.993 -4.628 -4.267 2.041
F 3.250 4.582 -0.685 -0.309
F 1.111 4.491 -0.334 -0.303
F 2.401 2.911 0.402 -0.301
O -4.762 -3.940 -3.829 -0.946
O -2.022 -5.783 -5.371 -0.983
O -2.246 -2.638 -1.785 -0.984
O -0.774 -1.221 0.627 -0.514
O -1.814 -3.132 1.255 -0.521
O -0.507 0.797 2.269 -0.702
O 2.386 4.444 2.598 -0.545
O -1.716 -3.321 -4.860 -1.082
O -4.149 -6.309 -3.492 -0.994
O 2.664 6.268 1.297 -0.477
O -4.371 -2.600 -0.545 -0.953
O -0.905 -5.095 -3.181 -1.003
N -3.639 -4.762 -1.684 -1.252
C 4.184 7.038 3.046 -0.639
C 0.441 -0.530 0.478 -0.080
C 2.470 4.980 1.533 0.695
C -0.618 -2.605 0.774 0.249
C -2.448 -4.071 0.426 -0.327
C 2.309 4.222 0.196 0.900
C 0.714 0.458 1.629 -0.088
C 2.791 7.111 2.463 -0.078
H 1.400 -0.006 2.348 0.141
H 0.175 -2.806 1.510 0.122
H 0.373 0.028 -0.459 0.183
H 4.401 6.038 3.417 0.227
H -1.960 -6.659 -4.969 0.509
H -0.214 -4.416 -3.179 0.512
H -1.773 -4.864 0.095 0.190
H 4.274 7.741 3.874 0.220
H -0.371 -3.071 -0.189 0.152
H 2.033 6.830 3.192 0.200
H 1.168 1.351 1.194 0.169
H -3.256 -4.514 1.003 0.218
H -0.313 1.496 2.904 0.460
H 2.567 8.112 2.102 0.196
H 1.282 -1.228 0.410 0.161
H 4.927 7.292 2.290 0.215

---

Entry 2:
7
Properties=species:S:1:pos:R:3:nbo_charge:R:1 method="wB97M-V/def2-TZVPD" relative_energy_ev=4.975 e_homo_ev="-2.917 / -2.911" charge=-1 homo_lumo_gap_ev="7.28 / 7.27"
O -1.495 0.700 -0.631 -0.584
O -0.847 -1.105 -1.950 -0.652
O 1.863 -0.531 1.200 -0.613
C -1.076 -0.352 0.506 -0.098
C 1.124 0.394 0.849 0.285
C -1.055 -0.543 -0.900 0.598
H 1.487 1.437 0.926 0.064

---

Summary of DFT total energy in eV
-73729.68906 -9265.46880
(order as listed above)